Below is 7 unconnected molecules or ions with the total composition H14O7, with properties calculated with ωB97M-V with the def2-TZVPD basis set.

Last column: natural (NBO) charge in e.
Geometry (Å):
O: -1.0961 3.5351 20.3436  -0.937
H: -0.3328 4.0582 20.5885  0.468
H: -0.8120 3.0414 19.5744  0.470
O: 2.7861 7.1794 15.3832  -0.939
H: 2.3875 7.6898 14.6784  0.470
H: 3.6720 6.9923 15.0726  0.469
O: -2.9563 1.9140 13.2872  -0.936
H: -2.7102 2.0419 12.3711  0.464
H: -2.1304 1.9704 13.7677  0.472
O: 0.8454 2.4485 15.8569  -0.943
H: 1.1408 3.3533 15.9586  0.472
H: 1.5312 2.0291 15.3372  0.471
O: 2.8151 6.9256 20.7074  -0.937
H: 2.6103 7.0433 19.7798  0.469
H: 2.4098 7.6772 21.1399  0.468
O: -0.7457 -2.5280 16.2054  -0.934
H: -0.2544 -1.8032 15.8186  0.467
H: -0.9708 -3.0886 15.4629  0.466
O: 3.8743 -0.1869 12.5534  -0.938
H: 3.9637 -0.1599 11.6008  0.469
H: 4.6596 -0.6435 12.8553  0.470

Cartesian forces (eV/Å) of the 2 atoms listed first:
-0.210 0.027 0.104
0.196 0.148 0.109

SMILES	O.O.O.O.O.O.O
orbital gap	11.52	eV
ΔE to the lowest compared entry with this formula, charge and spin	217.40	kJ/mol
LUMO	0.26	eV
HOMO level	-11.2677	eV
calculated total energy	-14559.2082	eV